[1]
A cluster of 2 separate species, C7H12 in total. Source: the OMol25 dataset; level of theory: the ωB97M-V functional and the def2-TZVPD basis.

For the max |F|, the calculation gives 0.167 eV Å⁻¹. Its HOMO energy is -8.097 eV. The value obtained for the energy above the lowest of the compared OMol25 structures with the same formula, charge and spin is 1.441 eV. The calculation puts the total energy at -7451.991 eV. The value obtained for the orbital gap is 9.3 eV.

```
! wB97M-V def2-TZVPD RIJCOSX def2/J DEFGRID3
* xyz 0 1
C -2.05 -1.27 0.79
C -1.55 -0.42 -0.34
C 0.10 1.09 -1.46
C 1.23 1.71 -1.13
C 1.68 1.37 0.27
C 0.69 0.27 0.72
C -0.39 0.24 -0.36
H -3.04 -0.93 1.13
H -2.16 -2.32 0.49
H -1.38 -1.23 1.66
H -2.20 -0.34 -1.21
H -0.43 1.19 -2.40
H 0.73 -2.15 -1.24
H 1.77 2.41 -1.76
H 2.72 1.04 0.31
H 1.61 2.26 0.92
H 0.27 0.45 1.71
H 1.20 -0.70 0.76
H 1.12 -2.78 -1.18
*
```


[2]
An isolated molecule of C7H12. Source: the OMol25 dataset; level of theory: the ωB97M-V functional and the def2-TZVPD basis.

For the max |F|, the calculation gives 0.208 eV Å⁻¹. Its HOMO energy is -9.778 eV. The value obtained for the energy above the lowest of the compared OMol25 structures with the same formula, charge and spin is 1.249 eV. The calculation puts the total energy at -7452.182 eV. The value obtained for the orbital gap is 10.9 eV.

```
! wB97M-V def2-TZVPD RIJCOSX def2/J DEFGRID3
* xyz 0 1
C 1.42 0.33 -2.04
C 0.13 0.52 -1.24
C -0.51 -0.77 -0.67
C -0.42 -0.16 0.73
C -1.49 -0.18 1.78
C -0.17 -0.87 2.02
C 0.30 1.08 0.20
H 1.23 -0.20 -2.98
H 2.14 -0.26 -1.46
H 1.89 1.29 -2.28
H -0.59 1.11 -1.82
H -1.52 -0.99 -1.02
H 0.11 -1.66 -0.80
H -2.37 -0.80 1.61
H -1.69 0.74 2.32
H -0.15 -1.96 2.00
H 0.52 -0.42 2.72
H 1.35 1.15 0.52
H -0.19 2.04 0.40
*
```


[3]
A cluster of 2 separate species, C7H12 in total. Source: the OMol25 dataset; level of theory: the ωB97M-V functional and the def2-TZVPD basis.

For the max |F|, the calculation gives 0.240 eV Å⁻¹. Its HOMO energy is -9.489 eV. The value obtained for the energy above the lowest of the compared OMol25 structures with the same formula, charge and spin is 2.579 eV. The calculation puts the total energy at -7450.852 eV. The value obtained for the orbital gap is 10.6 eV.

```
! wB97M-V def2-TZVPD RIJCOSX def2/J DEFGRID3
* xyz 0 1
C 1.71 -1.50 -0.99
C 1.65 0.00 -1.08
C 1.18 0.68 -2.12
C -1.51 0.16 0.95
C -0.41 0.72 1.74
C -1.85 0.75 2.25
C -1.90 -0.44 -0.16
H 2.73 -1.85 -0.82
H 1.33 -1.96 -1.90
H 1.10 -1.85 -0.15
H 2.03 0.55 -0.22
H 1.15 1.77 -2.13
H 0.79 0.17 -3.00
H 0.05 1.66 1.44
H 0.28 0.03 2.23
H -2.36 1.71 2.26
H -2.12 0.09 3.07
H -1.19 -0.70 -0.94
H -2.95 -0.68 -0.32
*
```


[4]
An isolated molecule of C7H12 in a non-equilibrium geometry. Source: the OMol25 dataset; level of theory: the ωB97M-V functional and the def2-TZVPD basis.

For the max |F|, the calculation gives 5.231 eV Å⁻¹. Its HOMO energy is -8.654 eV. The value obtained for the energy above the lowest of the compared OMol25 structures with the same formula, charge and spin is 6.112 eV. The calculation puts the total energy at -7447.320 eV. The value obtained for the orbital gap is 9.7 eV.

```
! wB97M-V def2-TZVPD RIJCOSX def2/J DEFGRID3
* xyz 0 1
C 0.01 -0.99 -0.11
C 1.64 -1.09 -0.01
C 1.81 0.39 0.03
C 0.67 1.30 -0.14
C -0.72 1.38 0.08
C -1.92 0.37 -0.03
C -1.51 -1.15 0.06
H 0.04 -0.38 0.75
H -0.06 -0.39 -1.10
H 2.23 -1.44 0.81
H 2.09 -1.66 -0.83
H 2.54 0.86 -0.61
H 2.28 0.61 0.93
H 1.04 2.27 0.13
H -1.07 2.43 -0.09
H -2.69 0.32 0.84
H -2.54 0.56 -0.88
H -1.75 -1.59 0.97
H -2.09 -1.82 -0.79
*
```


[5]
A cluster of 2 separate species, C7H12 in total in a non-equilibrium geometry. Source: the OMol25 dataset; level of theory: the ωB97M-V functional and the def2-TZVPD basis.

For the max |F|, the calculation gives 1.020 eV Å⁻¹. Its HOMO energy is -7.930 eV. The value obtained for the energy above the lowest of the compared OMol25 structures with the same formula, charge and spin is 4.004 eV. The calculation puts the total energy at -7449.427 eV. The value obtained for the orbital gap is 8.9 eV.

```
! wB97M-V def2-TZVPD RIJCOSX def2/J DEFGRID3
* xyz 0 1
C -2.73 -0.06 -0.09
C -1.44 -0.59 -0.64
C -0.55 0.24 -1.17
C 1.05 0.23 0.56
C 1.81 -0.92 0.05
C 2.40 0.48 0.08
C 0.27 0.66 1.55
H -3.38 0.19 -0.94
H -2.57 0.88 0.46
H -3.26 -0.77 0.54
H -1.26 -1.66 -0.61
H 0.30 -0.09 -1.76
H -0.67 1.32 -1.10
H 1.69 -1.42 -0.91
H 2.09 -1.59 0.86
H 2.51 0.93 -0.91
H 3.12 0.81 0.81
H -0.75 0.31 1.71
H 0.66 1.40 2.23
*
```